(1)
9
Properties=species:S:1:pos:R:3:forces:R:3 method="wB97M-V/def2-TZVPD" energy_ha=-375.44642 e_above_lowest_kcal_mol=40.9 molar_mass_g_mol=98.1
O -2.558 -0.072 -0.738 0.4 0.0 0.4
C -1.777 -0.081 0.175 -0.3 0.0 -0.3
C -0.281 -0.087 -0.011 0.1 0.1 0.0
N 0.491 0.947 -0.075 -0.1 -0.2 0.0
C 1.727 0.350 -0.105 0.2 -0.2 0.0
N 1.716 -0.949 -0.056 0.2 0.4 -0.1
O 0.364 -1.251 0.009 -0.3 0.0 0.0
H -2.091 -0.072 1.234 -0.1 0.0 -0.1
H 2.655 0.904 -0.154 -0.1 -0.1 0.0

(2)
175
Properties=species:S:1:pos:R:3:forces:R:3 method="wB97M-V/def2-TZVPD" energy_ha=-3650.77821 e_above_lowest_kcal_mol=0.0 molar_mass_g_mol=990.8 total_charge=-1
Cl 0.241 -0.334 -0.447 -0.3 0.3 0.7
O -1.072 -0.409 -1.029 -0.6 0.4 -0.7
O 0.869 0.952 -0.755 -0.4 -0.7 0.2
O 0.042 -0.471 0.991 0.8 0.1 -0.4
O 1.042 -1.393 -0.985 0.4 -0.2 0.2
C -6.189 -0.866 -0.439 0.8 0.9 0.1
C -4.825 -0.338 0.038 1.1 -0.2 -0.3
C -4.812 0.329 1.416 -1.7 -0.4 -0.1
O -5.474 1.584 1.322 0.5 -0.1 0.0
C -5.595 2.250 2.559 -0.9 -0.5 -0.2
N -3.870 -1.453 -0.004 0.5 0.0 -0.3
H -6.830 -0.013 -0.674 -0.5 -0.2 0.7
H -6.496 -1.583 0.323 -0.7 0.2 -0.1
H -6.100 -1.380 -1.394 0.4 -0.2 0.1
H -4.457 0.420 -0.662 -0.1 -0.1 -0.1
H -3.848 0.445 1.917 0.4 -0.1 -0.5
H -5.419 -0.353 2.037 0.1 0.2 0.4
H -6.279 1.697 3.220 0.1 0.0 0.0
H -6.094 3.183 2.300 0.4 0.3 0.4
H -4.652 2.349 3.107 0.1 0.3 -0.3
H -2.972 -1.122 -0.338 0.1 -0.1 0.0
H -3.676 -1.899 0.885 -0.3 0.1 0.1
C 4.074 1.165 0.443 -0.7 -0.1 1.7
C 4.569 -0.255 0.195 0.1 -0.1 0.2
C 4.010 -1.343 1.177 1.0 1.0 -0.7
O 4.635 -2.557 0.856 1.1 -0.2 0.1
C 4.203 -3.660 1.601 -0.9 -0.2 -0.4
N 4.272 -0.605 -1.179 -0.5 -0.1 -0.2
H 4.674 1.569 1.265 0.0 0.6 -0.3
H 3.042 1.206 0.810 0.0 -0.3 -0.1
H 4.052 1.770 -0.461 0.6 0.0 0.0
H 5.650 -0.185 0.353 0.0 -0.6 -0.1
H 2.920 -1.449 1.103 0.0 0.3 0.1
H 4.356 -1.029 2.168 -0.6 0.0 0.2
H 3.284 -4.004 1.101 -0.1 -0.2 0.6
H 4.017 -3.468 2.666 -0.1 0.3 -0.1
H 4.914 -4.488 1.571 0.3 0.3 -0.3
H 3.284 -0.349 -1.203 -0.2 -0.5 -0.7
H 4.700 0.105 -1.770 0.1 -0.1 -0.1
C -0.933 -4.384 -1.378 -0.4 -0.8 0.8
C 0.182 -4.953 -2.239 -0.3 0.6 -0.7
C -0.286 -6.179 -3.047 0.0 0.5 1.4
O 0.709 -6.554 -3.946 0.3 -0.4 -0.3
C 0.381 -7.729 -4.635 0.4 -0.2 -0.3
N 0.599 -3.895 -3.158 0.3 0.6 -0.1
H -1.129 -5.022 -0.507 -0.2 0.0 -0.1
H -1.864 -4.330 -1.950 0.0 0.1 0.0
H -0.691 -3.387 -1.010 0.1 0.0 -0.1
H 1.041 -5.240 -1.627 0.0 -0.1 -0.1
H -1.248 -5.976 -3.536 0.1 0.1 -0.2
H -0.472 -6.946 -2.275 0.0 -0.3 -0.3
H -0.507 -7.591 -5.260 -0.3 -0.2 0.3
H 0.309 -8.581 -3.950 -0.5 0.0 0.0
H 1.172 -8.007 -5.336 0.2 0.4 0.1
H -0.228 -3.320 -3.309 0.0 -0.2 -0.4
H 1.190 -3.244 -2.644 0.2 -0.2 -0.1
C 2.791 1.371 -5.191 -0.6 -0.5 -1.0
C 2.252 2.611 -4.489 1.2 -1.0 1.0
C 0.738 2.686 -4.411 0.0 0.2 0.3
O 0.211 2.822 -5.708 -0.3 -0.2 0.0
C -1.155 3.220 -5.734 0.7 -0.7 -0.2
N 2.865 2.580 -3.130 -0.9 0.8 0.1
H 2.309 0.426 -4.918 -0.2 0.2 0.3
H 3.849 1.210 -4.999 0.1 0.4 0.0
H 2.636 1.461 -6.272 0.1 0.0 0.1
H 2.679 3.455 -5.034 -0.3 0.3 0.2
H 0.420 3.501 -3.743 0.2 0.4 -0.3
H 0.332 1.810 -3.878 0.1 -0.3 -0.3
H -1.748 2.660 -5.008 0.0 0.2 0.3
H -1.525 2.915 -6.712 -0.1 0.4 -0.1
H -1.203 4.294 -5.565 -0.4 0.1 0.0
H 2.316 1.928 -2.565 0.2 -0.1 -0.1
H 2.684 3.491 -2.690 0.4 -0.4 -0.3
C 0.914 5.975 -0.324 0.1 0.5 0.0
C 1.542 4.602 -0.542 -1.1 0.1 0.0
C 3.049 4.760 -0.584 0.1 0.0 -0.6
O 3.381 5.241 -1.897 0.1 0.7 0.7
C 4.557 6.038 -1.871 -0.2 -0.8 -1.0
N 1.114 3.696 0.492 0.4 -0.3 1.4
H -0.177 5.995 -0.370 0.0 -0.3 -0.1
H 1.280 6.684 -1.070 0.0 -0.1 -0.1
H 1.193 6.391 0.649 0.1 -0.2 0.1
H 1.170 4.229 -1.506 0.4 0.2 -0.3
H 3.595 3.827 -0.417 -0.2 -0.1 0.1
H 3.381 5.482 0.168 -0.1 0.0 0.1
H 4.375 7.069 -1.556 0.0 -0.1 0.5
H 4.900 6.087 -2.907 0.1 0.0 0.1
H 5.313 5.513 -1.284 0.2 0.4 0.1
H 1.308 2.717 0.318 0.2 0.1 -0.3
H 0.131 3.712 0.727 -0.2 0.4 -0.3
C 5.243 -1.916 6.802 0.7 -0.6 -0.4
C 5.099 -1.058 5.535 0.1 -0.2 0.7
C 3.623 -0.770 5.311 0.1 -0.2 0.4
O 3.467 0.086 4.221 -0.3 0.4 0.2
C 2.144 0.144 3.719 -0.2 -0.1 -0.4
N 5.942 0.131 5.694 -0.4 0.7 -0.2
H 4.732 -1.545 7.691 -0.2 0.3 -0.2
H 6.306 -1.987 7.043 0.0 0.1 0.1
H 4.935 -2.952 6.643 -0.3 0.1 -0.1
H 5.515 -1.588 4.676 -0.1 -0.2 0.0
H 3.270 -0.339 6.264 -0.3 0.3 -0.2
H 3.053 -1.698 5.161 0.2 -0.1 -0.1
H 2.125 0.932 2.970 0.0 0.0 -0.1
H 1.353 0.350 4.448 0.3 0.2 0.4
H 1.866 -0.799 3.246 0.1 0.0 -0.2
H 5.836 0.720 4.870 0.1 -0.3 -0.1
H 5.567 0.740 6.421 0.0 -0.3 0.2
C -0.701 4.552 6.191 -0.1 -0.4 -0.3
C 0.087 4.096 4.967 0.0 0.1 0.1
C -0.677 3.161 4.049 -0.1 -0.2 0.2
O -0.903 1.945 4.741 -0.1 -0.4 0.0
C -1.614 1.004 3.935 0.0 1.2 0.3
N 0.552 5.308 4.262 -0.2 -0.6 -0.2
H -0.049 5.157 6.817 -0.1 0.0 0.1
H -1.088 3.690 6.734 0.1 0.0 0.1
H -1.570 5.147 5.894 0.1 0.1 -0.1
H 0.909 3.469 5.325 0.4 0.4 -0.1
H -0.085 2.955 3.151 0.0 0.1 -0.2
H -1.622 3.636 3.747 -0.2 -0.1 -0.1
H -1.072 0.803 3.008 -0.1 -0.2 -0.1
H -2.573 1.494 3.720 -0.2 -0.4 -0.3
H -1.803 0.103 4.511 0.2 -0.1 0.0
H 0.874 5.041 3.331 0.2 0.0 0.1
H -0.289 5.855 4.087 0.1 0.2 0.0
C -4.409 -3.178 -3.578 0.1 0.9 0.3
C -4.446 -1.876 -4.405 -0.2 0.0 -0.6
C -3.194 -0.995 -4.308 -0.5 -1.1 0.8
O -2.095 -1.723 -4.805 0.2 0.1 -0.5
C -0.887 -1.041 -4.551 0.5 0.6 0.3
N -4.742 -2.201 -5.811 -0.3 0.0 -0.1
H -3.890 -3.027 -2.629 0.1 -0.1 -0.1
H -3.929 -3.959 -4.166 0.1 -0.1 0.2
H -5.427 -3.454 -3.298 0.0 -0.2 -0.3
H -5.301 -1.276 -4.071 0.2 0.1 0.4
H -3.042 -0.794 -3.238 0.1 0.3 0.0
H -3.330 -0.053 -4.851 0.0 0.0 -0.1
H -0.582 -1.198 -3.512 0.1 0.1 0.0
H -0.979 0.041 -4.709 -0.3 0.0 0.1
H -0.068 -1.326 -5.212 -0.3 -0.6 -0.1
H -4.832 -3.200 -5.912 0.1 0.0 -0.2
H -4.027 -1.882 -6.450 0.2 -0.1 0.1
C 1.421 -6.842 1.592 0.0 -0.1 0.2
C 0.136 -6.662 2.403 0.7 0.3 0.6
C -0.198 -5.176 2.410 0.6 0.4 1.1
O 0.670 -4.530 3.342 0.4 -0.4 0.1
C 0.490 -3.142 3.390 -0.1 0.6 -1.0
N -0.988 -7.401 1.857 -0.5 -0.6 -0.2
H 2.232 -6.208 1.956 -0.3 0.4 0.1
H 1.177 -6.556 0.568 0.3 -0.4 -0.2
H 1.866 -7.835 1.692 -0.5 -0.2 -0.4
H 0.353 -6.979 3.432 -0.1 0.3 0.1
H -1.194 -4.961 2.817 -0.4 -0.2 -0.7
H -0.019 -4.760 1.415 -0.4 0.1 -0.1
H -0.565 -2.847 3.428 -0.1 -0.2 0.6
H 0.818 -2.630 2.475 0.3 -0.3 -0.1
H 1.074 -2.721 4.203 -0.2 -0.2 0.3
H -1.857 -7.139 2.314 0.1 0.4 0.0
H -0.916 -8.387 2.090 0.3 0.0 -0.3
C -3.340 4.676 0.168 0.1 0.2 0.7
C -2.802 3.348 -0.334 -1.6 0.6 0.3
C -2.109 3.489 -1.689 1.0 -0.2 1.1
O -2.864 4.181 -2.647 -0.3 -0.1 -0.2
C -4.060 3.546 -3.024 -0.5 0.0 -0.1
N -1.952 2.772 0.714 0.3 -0.5 -0.9
H -4.044 5.178 -0.494 0.2 -0.1 -0.2
H -2.508 5.333 0.437 -0.1 0.2 -0.2
H -3.887 4.485 1.098 0.0 0.0 0.0
H -3.714 2.737 -0.404 0.2 -0.2 -0.5
H -1.721 2.502 -1.978 -0.4 -0.1 -0.5
H -1.204 4.089 -1.552 0.0 0.1 0.1
H -3.873 2.665 -3.645 0.0 -0.2 0.1
H -4.673 4.237 -3.607 0.4 0.2 -0.1
H -4.701 3.285 -2.177 0.2 -0.2 0.1
H -1.652 1.878 0.321 0.4 -0.1 0.4
H -2.557 2.512 1.487 0.0 0.1 0.1

(3)
16
Properties=species:S:1:pos:R:3:forces:R:3 method="wB97M-V/def2-TZVPD" energy_ha=-230.15531 e_above_lowest_kcal_mol=17.0 molar_mass_g_mol=75.1 total_charge=+1
C -2.729 -0.353 0.179 0.4 0.1 -0.6
C -1.445 -0.300 0.993 0.4 0.4 0.4
H -2.488 -0.411 -0.889 0.1 -0.2 0.1
H -3.323 -1.240 0.367 -0.4 0.3 0.4
H -3.253 0.602 0.247 -0.4 -0.4 0.4
H -1.008 -1.235 1.332 -0.1 -0.4 -0.5
H -1.448 0.295 1.904 -0.7 0.1 0.2
H -0.729 0.235 0.390 0.7 0.0 -0.4
N 2.154 -0.588 -1.291 0.1 0.0 -0.8
C 1.867 0.598 -0.831 -1.2 -1.0 1.3
N 2.317 1.117 0.288 -0.3 -0.1 -0.7
H 2.724 -1.292 -0.846 0.3 0.3 0.1
H 1.668 -0.878 -2.128 0.2 -0.1 0.0
H 0.978 1.048 -1.253 0.4 0.5 -0.4
H 1.659 1.740 0.734 0.6 0.4 0.3
H 3.055 0.662 0.804 0.0 0.2 0.3

(4)
14
Properties=species:S:1:pos:R:3:forces:R:3 method="wB97M-V/def2-TZVPD" energy_ha=-211.89544 e_above_lowest_kcal_mol=39.5 molar_mass_g_mol=64.1 total_charge=+1
C -1.718 0.015 1.585 1.0 3.4 -3.1
N -0.237 0.080 1.102 -1.0 1.5 -3.0
C -0.081 0.701 -0.335 -0.6 -2.2 -1.2
H -2.046 1.164 1.626 0.5 -2.9 0.3
H -1.579 -0.502 2.467 -0.8 -0.8 2.1
H -2.268 -0.518 0.778 0.3 0.3 0.9
H 0.317 0.689 1.646 0.7 0.4 1.5
H 0.153 -0.829 1.052 0.6 -1.2 0.3
H -0.430 1.741 -0.280 0.3 -0.5 -0.2
H 0.881 0.492 -0.952 -1.0 0.7 2.1
H -0.754 0.023 -0.923 0.0 1.2 0.3
H 2.847 -1.212 -3.281 -1.5 -0.4 0.7
H 2.733 -0.657 -1.958 0.1 0.3 0.9
O 2.183 -1.187 -2.529 1.5 0.2 -1.5

(5)
21
Properties=species:S:1:pos:R:3:forces:R:3 method="wB97M-V/def2-TZVPD" energy_ha=-548.85180 e_above_lowest_kcal_mol=55.6 multiplicity=3 molar_mass_g_mol=156.2 total_charge=+1
C -2.843 2.110 -0.026 3.8 2.9 0.8
C -5.108 -0.561 -0.016 -2.0 -2.6 -0.6
C 0.344 -2.425 0.005 0.1 0.1 0.2
C 0.745 1.419 -0.108 -0.3 0.8 -0.1
C 0.734 -1.047 0.518 0.5 -0.2 0.2
C 0.633 0.027 -0.483 0.2 0.5 3.2
N -3.606 1.235 -0.326 -3.7 -4.7 -1.1
N -4.384 0.357 0.265 3.0 4.0 0.8
N -1.820 2.778 -0.061 -2.9 -0.6 0.1
O -5.824 -1.463 -0.003 0.5 0.7 -0.3
O 0.428 -0.331 -1.697 -0.8 -0.7 -4.4
H -0.701 -2.450 -0.283 -0.2 -0.1 -0.1
H 0.942 -2.700 -0.859 0.0 -0.1 -0.1
H 0.502 -3.167 0.780 0.0 -0.1 0.1
H 1.258 2.016 -0.861 0.3 0.2 0.0
H 1.196 1.564 0.869 0.1 0.0 0.0
H -0.289 1.881 -0.056 0.5 0.1 0.1
H 0.161 -0.771 1.409 0.0 -0.1 0.1
H 1.783 -1.062 0.845 0.0 -0.2 0.3
H -1.811 3.786 -0.024 0.8 0.4 0.3
H 0.392 0.391 -2.353 0.2 -0.3 0.6

(6)
13
Properties=species:S:1:pos:R:3:forces:R:3 method="wB97M-V/def2-TZVPD" energy_ha=-286.57492 e_above_lowest_kcal_mol=35.6 molar_mass_g_mol=85.1
C 0.813 -1.134 -0.822 0.0 -0.1 0.0
C 1.163 0.263 -0.386 0.0 0.1 0.2
C 0.544 0.943 0.588 0.4 -0.1 0.0
N -0.399 0.382 1.478 -0.3 -0.1 -0.1
C -1.575 0.187 1.053 0.2 0.0 0.3
O -2.008 0.512 -0.176 0.2 0.1 -0.1
H 1.125 -1.871 -0.074 0.0 0.0 -0.1
H 1.299 -1.388 -1.769 -0.1 0.1 0.2
H -0.269 -1.249 -0.963 0.2 0.0 0.0
H 2.040 0.721 -0.832 -0.2 0.2 -0.2
H 0.824 1.972 0.808 0.1 -0.2 0.1
H -2.337 -0.264 1.689 0.1 0.1 -0.2
H -1.221 0.926 -0.594 -0.4 -0.1 -0.2